No. 1
C4HN2O5P | ωB97M-V with the def2-TZVPD basis set

Output
ΔE to the lowest compared entry with this formula, charge and spin: 17.25 kcal/mol
LUMO: -0.67 eV
total charge: 0
spin multiplicity: 1
maximum force: 4.753 eV/A

Positions of all 13 atoms, in Å:
C1 0.277341 0.722396 -0.767695
C2 0.065889 -0.772651 -0.579354
C3 -0.903880 -1.865858 0.028827
C4 -1.183388 2.331417 0.416421
N1 -0.943153 1.421262 -0.307823
N2 -0.213173 -1.056844 0.856930
O1 -1.757716 -2.671617 0.046986
O2 -1.514559 3.053863 1.242810
O3 1.342084 -1.312456 -0.811099
O4 1.434508 1.025466 -0.130393
O5 1.004884 -1.046393 1.532113
P1 2.201983 -0.758207 0.433859
H1 0.189181 0.929623 -1.961582

Atomic forces in eV per Å
-2.81 1.05 -3.69
-1.33 -0.34 1.50
-0.05 -0.12 -0.15
0.53 -1.12 0.65
1.19 -1.52 -1.39
0.51 1.84 -0.92
0.26 -0.15 -0.71
-0.67 1.99 1.00
0.47 -1.48 -0.37
1.51 -1.85 1.12
1.16 -0.98 1.23
-1.83 2.98 -0.81
1.07 -0.29 2.52

What are the Mulliken partial charges on each atom? They are as follows, in elementary charge units: 0.48 0.36 0.33 0.52 -0.36 0.00 -0.43 -0.41 -0.36 -0.58 -0.28 0.50 0.23

No. 2
C4HN2P | ωB97M-V with the def2-TZVPD basis set

Output
ΔE to the lowest compared entry with this formula, charge and spin: 0.00 kcal/mol
LUMO: -1.94 eV
total charge: 0
SMILES string: N#CC1=P[C@@H]1C#N
spin multiplicity: 1
maximum force: 3.735 eV/A

Positions of all 8 atoms, in Å:
C1 1.848817 0.178015 0.620755
C2 -1.587178 0.726322 -0.423541
C3 0.772707 -0.292707 -0.084789
C4 -0.693922 -0.466809 0.034447
N1 2.776901 0.538765 1.195513
N2 -2.260852 1.602285 -0.706052
P1 0.289470 -1.182903 -1.417387
H1 -1.145945 -1.102971 0.781052

Atomic forces in eV per Å
0.84 0.54 0.65
1.87 -2.68 1.80
-1.44 -1.56 -1.97
-1.27 2.14 -1.64
0.16 0.10 0.14
-0.56 0.77 -0.46
0.47 0.65 1.40
-0.06 0.05 0.08

What are the Mulliken partial charges on each atom? They are as follows, in elementary charge units: 0.51 0.18 0.11 -0.51 -0.37 -0.34 0.04 0.37

No. 3
C4HN2P | ωB97M-V with the def2-TZVPD basis set

Output
ΔE to the lowest compared entry with this formula, charge and spin: 11.89 kcal/mol
LUMO: -1.91 eV
total charge: 0
SMILES string: N#CC1=P[C@@H]1C#N
spin multiplicity: 1
maximum force: 3.855 eV/A

Positions of all 8 atoms, in Å:
C1 -1.127537 -0.590634 -1.313474
C2 1.075879 -0.256542 1.426832
C3 -0.160407 0.220928 -0.845607
C4 0.109063 0.458375 0.602969
N1 -1.855492 -1.286197 -1.826317
N2 1.941617 -0.764701 1.993906
P1 0.873639 1.517379 -1.064495
H1 -0.856762 0.701391 1.026185

Atomic forces in eV per Å
0.40 -0.04 -0.89
-0.12 0.26 -0.96
2.97 1.91 1.54
0.48 0.59 -1.30
-2.15 -1.81 -1.02
-0.42 0.11 -0.01
-1.58 -1.66 1.77
0.42 0.64 0.87

What are the Mulliken partial charges on each atom? They are as follows, in elementary charge units: 0.48 0.33 0.11 -0.63 -0.35 -0.36 0.03 0.38

No. 4
C4HN3O | ωB97M-V with the def2-TZVPD basis set

Output
ΔE to the lowest compared entry with this formula, charge and spin: 67.38 kcal/mol
LUMO: -2.28 eV
total charge: 0
spin multiplicity: 1
maximum force: 7.745 eV/A

Positions of all 9 atoms, in Å:
C1 -0.348977 0.800438 -0.161549
C2 -1.863609 -0.733859 0.058557
C3 0.299538 -0.589549 -0.006279
C4 1.688898 -0.437141 -0.175654
H1 -2.971333 -1.192013 0.799642
N1 -1.846432 0.507470 -0.320136
N2 -0.512948 -1.448589 0.128508
N3 2.815642 -0.273631 0.026248
O1 0.140301 1.931992 0.258446

Atomic forces in eV per Å
0.03 5.85 2.73
-2.30 0.95 2.51
2.69 6.30 -1.94
2.31 -1.36 1.43
3.86 1.05 -3.13
1.93 -1.61 1.18
-4.84 -4.65 0.88
-0.82 0.03 -0.68
-2.87 -6.55 -2.97

What are the Mulliken partial charges on each atom? They are as follows, in elementary charge units: 0.52 -0.05 0.72 0.09 0.31 -0.34 -0.45 -0.35 -0.45

No. 5
C4HNO | ωB97M-V with the def2-TZVPD basis set

Output
ΔE to the lowest compared entry with this formula, charge and spin: 85.81 kcal/mol
LUMO: -1.29 eV
total charge: 0
SMILES string: N=C=C=C=C=O
spin multiplicity: 1
maximum force: 0.925 eV/A

Positions of all 7 atoms, in Å:
O1 0.996582 -1.314588 -1.635348
C1 0.564263 -0.779608 -0.686110
C2 0.920265 -0.661368 0.771650
C3 0.240057 0.016238 1.604816
C4 -0.832600 0.635035 1.118335
N1 -1.527841 0.878872 0.175095
H1 -0.782161 0.181439 -0.555371

Atomic forces in eV per Å
-0.37 0.44 0.72
0.39 -0.45 -0.71
-0.20 0.21 0.30
0.03 -0.10 -0.33
-0.24 -0.02 -0.73
0.35 -0.06 0.71
0.04 -0.02 0.03

What are the Mulliken partial charges on each atom? They are as follows, in elementary charge units: -0.35 0.19 -0.05 -0.33 0.64 -0.52 0.42

No. 6
C4HNO | ωB97M-V with the def2-TZVPD basis set

Output
ΔE to the lowest compared entry with this formula, charge and spin: 29.77 kcal/mol
LUMO: -1.88 eV
total charge: 0
SMILES string: N=C=C=C=C=O
spin multiplicity: 1
maximum force: 0.990 eV/A

Positions of all 7 atoms, in Å:
O1 -3.124650 -1.243512 0.575743
C1 -1.975661 -1.068033 0.482055
C2 -0.665778 -1.080609 0.466007
C3 0.363484 -0.361684 0.146422
C4 1.266840 0.470497 -0.218839
N1 2.224105 1.191924 -0.537362
H1 1.911659 2.091420 -0.914025

Atomic forces in eV per Å
0.99 0.06 -0.04
-0.73 -0.11 0.06
-0.05 0.11 -0.04
-0.05 0.17 -0.07
0.14 0.13 -0.06
-0.39 -0.32 0.14
0.09 -0.04 0.02

What are the Mulliken partial charges on each atom? They are as follows, in elementary charge units: -0.35 0.77 -0.87 0.32 0.43 -0.58 0.27

no.,HOMO (eV)
1,-10.18
2,-10.52
3,-10.13
4,-11.25
5,-9.67
6,-8.34